# 1
Here is one molecule with the formula C21H28FN5O in a non-equilibrium geometry from the Open Molecules 2025 dataset. Energies are from the ωB97M-V functional and the def2-TZVPD basis.

XYZ file:
```
56
C21H28FN5O (the ωB97M-V functional and the def2-TZVPD basis)
O -0.59276 4.62586 -0.83299
C 0.01629 3.34393 -0.76447
C -1.06477 2.29176 -0.52387
C -1.89730 1.90819 -1.57301
C -2.92312 0.99784 -1.39429
C -3.13630 0.47970 -0.13381
F -4.14172 -0.40268 0.06591
C -2.34719 0.85179 0.93793
C -1.32272 1.75730 0.73517
C 0.81125 3.05099 -2.05413
C 1.69048 1.80515 -1.84291
C 3.18493 2.16139 -1.65791
C 3.33179 2.34768 -0.14003
C 1.89680 2.12265 0.38628
C 1.05921 3.41805 0.36070
N 1.28562 1.22154 -0.57336
C 1.53487 -0.19181 -0.42461
C 0.46441 -0.92176 -1.15728
N 0.17319 -0.79074 -2.43244
N -0.87033 -1.57350 -2.66457
N -1.23262 -2.17936 -1.61454
N -0.42394 -1.79909 -0.62335
C -0.50635 -2.34225 0.71014
C -1.87851 -2.97044 0.93882
C -1.96001 -3.54290 2.35015
C -0.86690 -4.58415 2.56993
C 0.50836 -3.97233 2.32148
C 0.58988 -3.39473 0.91181
H -1.27556 4.60333 -1.51256
H -1.75519 2.31027 -2.56403
H -3.54688 0.68921 -2.21754
H -2.54460 0.44201 1.91696
H -0.71847 2.03598 1.58165
H 0.14536 2.90438 -2.90209
H 1.42155 3.92990 -2.26605
H 1.52843 1.08645 -2.64581
H 3.45499 3.05569 -2.21488
H 3.81321 1.34568 -2.01630
H 3.71287 3.33019 0.12928
H 4.00374 1.59976 0.28323
H 1.89494 1.68385 1.38694
H 0.56910 3.61128 1.31262
H 1.68539 4.28429 0.14904
H 1.48794 -0.44511 0.63740
H 2.51711 -0.51081 -0.81496
H -0.35733 -1.51211 1.41347
H -2.02960 -3.76206 0.20401
H -2.65915 -2.22739 0.78530
H -2.94133 -3.99380 2.50165
H -1.84647 -2.73716 3.07969
H -0.92023 -4.97187 3.58859
H -1.02034 -5.41979 1.88420
H 1.28451 -4.72864 2.45000
H 0.69128 -3.17836 3.04989
H 0.44802 -4.19172 0.17829
H 1.57420 -2.95150 0.74124
```

Its total energy is -1265.88377 hartree. Its HOMO energy is -0.3036 Ha. Its multiplicity is 1. Its orbital gap is 8.76 eV. The relative energy (zero: lowest compared OMol25 entry of this formula, charge and spin) is 0.0 kcal/mol. Its SMILES is O[C@@]1(c2ccc(F)cc2)C[C@H]2CC[C@@H](C1)N2Cc1nnnn1C1CCCCC1.


# 2
Here is one molecule with the formula C4H4IN in a non-equilibrium geometry from the Open Molecules 2025 dataset. Energies are from the ωB97M-V functional and the def2-TZVPD basis.

XYZ file:
```
10
C4H4IN (the ωB97M-V functional and the def2-TZVPD basis)
C -1.86908 0.29401 0.22883
C -0.53338 0.83334 0.21600
C -1.04410 0.14476 -0.99992
C 0.52614 0.48280 1.15396
N 0.49705 1.76422 0.40198
I 2.02128 2.18431 -0.99442
H -0.84122 -0.78682 -1.27485
H -1.06495 0.81101 -1.89441
H 0.28239 0.63989 2.11247
H 1.13191 -0.34895 0.84754
```

Its total energy is -506.95334 hartree. The expectation value of S² is 2.008. Its HOMO energy (spin up / spin down) is -0.2858 / -0.3359 Ha. Its multiplicity is 3. Its orbital gap (spin up / spin down) is 7.03 / 7.30 eV. The relative energy (zero: lowest compared OMol25 entry of this formula, charge and spin) is 95.6 kcal/mol.


# 3
Here is C38H34BiGeN4O2 as an isolated structure in a non-equilibrium geometry from the Open Molecules 2025 dataset. Energies are from the ωB97M-V functional and the def2-TZVPD basis.

XYZ file:
```
80
C38H34BiGeN4O2 (the ωB97M-V functional and the def2-TZVPD basis)
Bi 0.75242 -1.85501 -0.67489
O -3.86958 -1.19991 -2.09559
C -4.08058 0.11249 -2.30379
C -5.36208 0.55219 -2.63349
C -5.61398 1.89279 -2.83719
C -4.58878 2.81769 -2.71939
C -3.31238 2.39319 -2.41479
C -3.03688 1.04689 -2.21349
C -1.65198 0.60719 -1.91649
O -1.47278 -0.57501 -1.44379
N -0.76528 1.54179 -2.08919
N 0.53462 1.46739 -1.97949
C 1.23962 0.56809 -2.56409
C 2.68362 0.62129 -2.45139
C 3.37242 1.83759 -2.53379
C 4.74592 1.83259 -2.41369
C 5.39482 0.62789 -2.17149
C 4.62362 -0.51881 -2.09479
N 3.31582 -0.53921 -2.25939
H -2.92398 -1.26541 -1.77819
H -6.15338 -0.17711 -2.70309
H -6.61458 2.22439 -3.08049
H -4.79518 3.86869 -2.86109
H -2.49808 3.09499 -2.31909
H 0.79912 -0.25061 -3.13899
H 2.81172 2.74679 -2.68789
H 5.30842 2.75269 -2.49469
H 6.46462 0.57899 -2.03799
H 5.07282 -1.48301 -1.89329
C 0.62332 -3.84841 -3.22569
C 0.60652 -4.64501 -1.96579
C 0.60762 -6.00921 -1.83489
C 0.56682 -6.28561 -0.45349
C 0.54102 -5.07721 0.19761
C 0.49272 -4.84351 1.66641
N 0.57342 -4.06991 -0.72409
H 0.54672 -4.53391 -4.06809
H 1.54982 -3.28081 -3.32799
H -0.21478 -3.15101 -3.25739
H 0.63142 -6.72081 -2.63949
H 0.55752 -7.25811 0.00261
H 0.49432 -5.80721 2.17201
H -0.40898 -4.29981 1.94471
H 1.35322 -4.26681 2.00361
C 0.53642 -1.36801 1.34341
Ge 0.16772 0.48279 1.65401
C 0.26842 0.69429 3.64011
C 1.38542 0.23439 4.32461
C 1.45112 0.26959 5.70571
C 0.38792 0.77629 6.43521
C -0.73098 1.24669 5.76951
C -0.78398 1.20219 4.38691
C -1.69528 1.08729 1.24181
C -2.66348 0.09209 1.27981
C -4.00108 0.37319 1.06911
C -4.40138 1.67849 0.84191
C -3.45538 2.68599 0.82281
C -2.11578 2.38769 1.01001
C 1.65162 1.62639 0.97361
C 2.93332 1.09099 0.98141
C 4.03492 1.85629 0.64921
C 3.86952 3.17859 0.27621
C 2.59942 3.72329 0.24601
C 1.50612 2.95249 0.59721
H 0.30232 -2.06671 2.12501
H 2.20982 -0.17261 3.75581
H 2.32692 -0.10421 6.22281
H 0.43142 0.80259 7.51701
H -1.56668 1.64189 6.33351
H -1.66568 1.55399 3.86861
H -2.35098 -0.92861 1.45731
H -4.73488 -0.42391 1.07051
H -5.44628 1.90489 0.68001
H -3.76038 3.70919 0.64281
H -1.39838 3.19129 0.96321
H 3.06522 0.04779 1.23951
H 5.02722 1.42459 0.67931
H 4.72722 3.77549 -0.00319
H 2.46472 4.75809 -0.04129
H 0.52332 3.39089 0.55571
```

Its total energy is -4129.46238 hartree. Its HOMO energy is -0.1783 Ha. Its multiplicity is 1. Its orbital gap is 7.41 eV. The relative energy (zero: lowest compared OMol25 entry of this formula, charge and spin) is 29.0 kcal/mol. Its total charge is -1.


# 4
Here is C5H12BeFO5P as an isolated structure in a non-equilibrium geometry from the Open Molecules 2025 dataset. Energies are from the ωB97M-V functional and the def2-TZVPD basis.

XYZ file:
```
25
C5H12BeFO5P (the ωB97M-V functional and the def2-TZVPD basis)
C 0.61331 1.29736 -1.91357
C -0.82677 1.05471 -2.37602
C -1.21085 -0.38406 -2.64893
F -2.56443 -0.51791 -2.67564
O -0.71624 -1.36037 -1.68202
P -0.96200 -1.26998 -0.16212
O -1.90872 -0.27687 0.40663
O -1.26271 -2.75013 0.24528
O 0.51442 -0.89175 0.39950
C 0.76474 -0.91864 1.76738
C 1.19003 0.48387 2.16272
O 0.26511 1.11788 3.03507
H 1.15754 0.37850 -1.70010
H 0.61356 1.89434 -0.99513
H 1.18136 1.86234 -2.64747
H -0.96355 1.57357 -3.32593
H -1.58434 1.48585 -1.71598
H -0.81497 -0.73533 -3.60075
H -1.76356 -2.86638 1.06408
H -0.10516 -1.18170 2.38347
H 1.55985 -1.65460 1.94794
H 2.29975 0.45999 2.68036
H 1.39841 1.12723 1.30094
H 0.59314 1.18529 3.93948
Be 2.53208 0.88679 4.11082
```

Its total energy is -1029.02905 hartree. Its HOMO energy is -0.6280 Ha. Its multiplicity is 1. Its orbital gap is 2.51 eV. Its total charge is +2.


# 5
Here is one molecule with the formula CH5NO in a non-equilibrium geometry from the Open Molecules 2025 dataset. Energies are from the ωB97M-V functional and the def2-TZVPD basis.

XYZ file:
```
8
CH5NO (the ωB97M-V functional and the def2-TZVPD basis)
C 0.73432 0.23953 0.47478
O 0.26331 -0.97687 -0.05607
N -1.07287 -0.67774 -0.77175
H 1.76373 0.09307 0.79677
H 0.12778 0.56670 1.33293
H 0.71998 1.04029 -0.28456
H -0.85749 0.04083 -1.45400
H -1.67876 -0.32581 -0.03810
```

Its total energy is -171.00580 hartree. Its HOMO energy is -0.3804 Ha. Its multiplicity is 1. Its orbital gap is 11.39 eV. The relative energy (zero: lowest compared OMol25 entry of this formula, charge and spin) is 47.9 kcal/mol. Its SMILES is CON.